Record 1
Below is a structure of composition C14H18HfN4O2 at a distorted geometry, with properties calculated with ωB97M-V with the def2-TZVPD basis set.

## Properties
- energy relative to the best compared isomer or geometry (same formula, charge and spin) (eV) = 0.000
- E_tot (Ha) = -960.13838
- charge = +4
- frontier orbital gap (Ha) = 0.2630
- 2S+1 = 1

Each line ends with the Mulliken charge.
Atoms and positions in Å:
Hf -0.14 0.09 -0.56  1.883
O 2.67 0.64 3.60  -0.121
O 0.56 -2.68 3.59  -0.119
N 1.65 -1.08 0.16  -0.294
N -1.16 0.76 1.51  -0.834
N -1.60 -1.66 0.19  -0.581
N 0.88 2.14 0.19  -0.585
C 0.73 3.26 0.43  0.562
C 2.62 -1.71 0.17  0.582
C -0.89 1.42 -2.16  -0.269
C 2.09 0.70 2.62  0.127
C 3.82 -2.50 0.14  -1.088
C -1.66 0.23 -2.16  -0.288
C -2.70 -1.98 0.43  0.548
C -4.02 -2.40 0.76  -0.969
C -1.01 -1.01 -2.31  -0.233
C 0.39 -1.09 -2.38  -0.363
C 1.16 0.09 -2.38  -0.328
C 0.57 4.65 0.76  -0.982
C 0.51 1.34 -2.31  -0.257
C 0.19 -2.21 2.61  0.122
H -2.02 1.31 1.39  0.306
H 4.27 -2.50 1.14  0.377
H -4.49 -2.87 -0.12  0.367
H -2.75 0.28 -2.08  0.566
H 2.24 0.05 -2.48  0.558
H -0.55 1.34 2.09  0.300
H -4.62 -1.53 1.07  0.346
H 3.57 -3.52 -0.16  0.356
H -1.39 2.39 -2.08  0.564
H 0.98 4.84 1.76  0.361
H -0.49 4.92 0.74  0.350
H 1.10 2.24 -2.40  0.527
H 4.52 -2.06 -0.58  0.373
H -3.98 -3.13 1.58  0.369
H -1.45 -0.04 2.09  0.294
H 0.88 -2.06 -2.48  0.570
H 1.12 5.26 0.02  0.381
H -1.59 -1.93 -2.40  0.518

Record 2
Below is the ion C14H18N with charge +1 at a distorted geometry, with properties calculated with ωB97M-V with the def2-TZVPD basis set.

## Properties
- energy relative to the best compared isomer or geometry (same formula, charge and spin) (eV) = 4.403
- SMILES string = C=C[C@]1(C)[N@@H+]2[C@@H](CC)[C@@]21c1ccccc1
- E_tot (Ha) = -598.63580
- charge = +1
- frontier orbital gap (Ha) = 0.3745
- 2S+1 = 1

Each line ends with the Mulliken charge.
Atoms and positions in Å:
N 0.85 1.16 -0.17  -0.151
C -0.53 1.45 0.08  -0.037
C 0.24 -3.03 -1.78  -0.756
C -1.28 -1.94 0.35  -0.308
C 0.11 0.02 0.38  -0.164
C 1.17 1.50 2.29  -0.979
C 0.57 -1.78 -1.24  -0.280
C 1.29 0.63 1.07  1.916
C -1.67 -3.16 -0.26  -0.572
C 0.17 1.42 3.19  -0.757
C -1.11 2.93 -1.80  -1.077
C 2.54 -0.24 1.03  -1.403
C -1.56 1.57 -1.12  -0.557
C -0.23 -1.32 -0.22  0.166
C -0.98 -3.65 -1.38  -0.529
H -0.56 0.66 3.18  0.263
H -1.34 0.64 -1.83  0.257
H -1.92 -1.48 1.10  0.379
H 0.85 -3.40 -2.57  0.428
H -1.60 2.95 -2.87  0.352
H 3.33 0.07 1.79  0.401
H -0.05 2.97 -1.87  0.347
H -1.58 3.71 -1.18  0.316
H 0.06 2.07 4.04  0.308
H -0.67 2.18 0.98  0.361
H 3.17 -0.35 0.07  0.326
H -2.59 -3.66 0.05  0.385
H 1.46 1.38 -1.02  0.417
H -1.34 -4.49 -2.00  0.392
H 1.42 -1.17 -1.45  0.398
H 2.29 -1.28 1.33  0.311
H 2.00 2.11 2.57  0.419
H -2.54 1.53 -0.73  0.428

Record 3
Below is the molecule C14H18N2O4S at a distorted geometry, with properties calculated with ωB97M-V with the def2-TZVPD basis set.

## Properties
- energy relative to the best compared isomer or geometry (same formula, charge and spin) (eV) = 0.423
- SMILES string = Cc1ccsc1C(=O)NNC(=O)[C@@H]1CCCC[C@H]1C(=O)O
- E_tot (Ha) = -1352.98693
- charge = 0
- frontier orbital gap (Ha) = 0.3554
- 2S+1 = 1

Each line ends with the Mulliken charge.
Atoms and positions in Å:
S 1.62 2.59 0.21  -0.259
O -1.82 1.13 -1.07  -0.658
O 2.00 -0.75 0.51  -0.480
O 1.05 -0.71 2.52  -0.622
O -2.61 -1.80 2.01  -0.676
N -1.68 0.14 1.50  -0.360
N -0.74 0.98 0.91  -0.041
C 0.22 2.32 -0.80  0.545
C -0.69 3.02 -3.08  -1.324
C 0.31 -4.42 -0.58  -0.805
C 2.31 3.64 -0.97  -0.381
C -0.91 -3.86 -1.29  -0.686
C -0.88 1.44 -0.37  0.688
C -1.81 -1.20 1.33  -0.074
C 1.16 -3.27 -0.03  -0.927
C 1.16 -1.23 1.43  0.076
C -1.74 -3.02 -0.33  -1.206
C 0.35 -2.41 0.95  0.494
C 1.52 3.77 -2.06  -0.625
C -0.93 -1.87 0.28  0.460
C 0.32 3.02 -1.98  0.189
H 1.77 4.38 -2.90  0.452
H -2.11 -3.65 0.48  0.368
H -0.97 4.04 -3.32  0.351
H 0.06 -3.00 1.82  0.467
H -0.59 -3.23 -2.13  0.331
H 2.04 -3.66 0.48  0.374
H 0.91 -5.02 -1.26  0.391
H -2.31 0.56 2.17  0.276
H -1.57 2.45 -2.80  0.344
H -2.60 -2.60 -0.85  0.409
H 1.50 -2.65 -0.86  0.413
H 0.04 1.25 1.49  0.301
H 3.26 4.09 -0.77  0.457
H -1.52 -4.67 -1.69  0.388
H -0.66 -1.16 -0.50  0.286
H -0.25 2.58 -3.98  0.310
H 2.48 0.02 0.85  0.414
H -0.01 -5.06 0.24  0.343

Record 4
Below is the ion C14H18N3O2S2 with charge -1 at a distorted geometry, with properties calculated with ωB97M-V with the def2-TZVPD basis set.

## Properties
- E_tot (Ha) = -1655.22285
- charge = -1
- frontier orbital gap (Ha) = 0.1665
- 2S+1 = 1

Each line ends with the Mulliken charge.
Atoms and positions in Å:
S -2.85 2.25 1.17  -0.345
S -3.01 0.27 -0.92  -0.508
O -3.99 -0.43 3.32  -0.747
O -5.37 0.09 1.66  -0.665
N -1.32 -0.06 1.06  -0.015
N 0.18 -1.98 2.51  0.049
N -4.59 0.39 2.59  1.037
C -1.27 -1.48 0.61  -0.768
C -1.01 0.15 2.47  -0.348
C -5.87 6.24 1.14  -0.417
C -4.28 1.77 2.76  -0.557
C 0.25 -0.60 2.90  -1.018
C 1.25 -2.79 3.06  -1.072
C -4.82 2.70 1.74  -0.245
C -4.44 4.80 3.07  -0.181
C -4.46 6.18 3.10  -0.523
C -5.86 4.86 1.10  -0.481
C -0.01 -2.20 1.11  -0.752
C -5.12 6.94 2.12  -0.477
C -2.32 0.73 0.49  0.299
C -5.07 4.10 2.00  0.672
H -5.55 2.23 1.08  0.502
H 1.27 -2.66 4.16  0.317
H 2.24 -2.49 2.67  0.360
H -1.29 -1.52 -0.49  0.431
H 0.32 -0.56 4.00  0.441
H -2.15 -2.02 1.01  0.331
H -5.06 8.02 2.12  0.376
H -4.02 2.13 3.77  0.135
H 0.85 -1.84 0.51  0.357
H -6.45 4.33 0.33  0.317
H -3.94 4.23 3.86  0.176
H -6.38 6.83 0.37  0.331
H 1.08 -3.84 2.83  0.327
H 1.13 -0.09 2.46  0.360
H -1.87 -0.21 3.07  0.167
H -0.12 -3.29 0.93  0.387
H -0.85 1.24 2.62  0.434
H -3.88 6.71 3.87  0.311

Record 5
Below is a structure of composition C14H18N5NaS3Si, with properties calculated with ωB97M-V with the def2-TZVPD basis set.

## Properties
- E_tot (Ha) = -2464.57032
- charge = 0
- frontier orbital gap (Ha) = 0.2582
- 2S+1 = 1

Each line ends with the Mulliken charge.
Atoms and positions in Å:
S 1.18 -3.18 5.34  -0.222
S -0.75 -0.06 -1.25  -0.677
S -2.08 -5.64 0.41  -0.237
Si -0.31 2.89 -2.74  0.117
Na 0.05 -1.33 0.93  1.148
N 1.59 -0.71 4.31  -0.401
N 0.43 -2.31 3.05  -0.391
N -1.88 -3.48 -1.23  -0.272
N -0.92 -3.40 0.89  -0.395
N 1.00 0.74 0.60  -0.401
C 0.34 4.61 -3.16  -1.097
C 0.00 -3.63 3.14  0.010
C 1.43 3.23 -0.51  0.058
C 1.85 1.61 1.15  -0.177
C -0.74 -4.20 2.01  0.015
C 0.16 1.76 -4.15  -0.986
C 0.32 -4.25 4.29  -0.431
C 0.55 2.37 -1.14  0.424
C -1.30 -5.43 1.94  -0.448
C -1.59 -4.02 -0.03  0.566
C 0.34 1.09 -0.54  0.136
C 2.11 2.87 0.65  -1.003
C -2.16 3.03 -2.54  -0.976
C 1.05 -1.94 4.13  0.505
H -0.21 0.76 -3.98  0.277
H 1.43 4.61 -3.31  0.305
H -2.47 -3.95 -1.90  0.196
H -2.41 3.69 -1.71  0.332
H 1.62 4.22 -0.94  0.310
H 0.11 -5.27 4.60  0.389
H -0.24 2.14 -5.10  0.331
H 2.38 1.27 2.03  0.369
H 0.11 5.34 -2.38  0.304
H -2.61 3.45 -3.45  0.319
H -1.60 -2.52 -1.40  -0.049
H 1.25 1.71 -4.25  0.325
H 1.84 -0.41 5.24  0.223
H 1.31 0.01 3.66  0.178
H -0.12 4.95 -4.09  0.281
H 2.81 3.53 1.14  0.387
H -2.59 2.05 -2.35  0.273
H -1.30 -6.21 2.67  0.385

Record 6
Below is a structure of composition C14H19BrORu at a distorted geometry, with properties calculated with ωB97M-V with the def2-TZVPD basis set.

## Properties
- energy relative to the best compared isomer or geometry (same formula, charge and spin) (eV) = 0.000
- E_tot (Ha) = -3288.85815
- charge = 0
- frontier orbital gap (alpha / beta) (Ha) = 0.2817 / 0.2321
- 2S+1 = 5
- <S²> = 6.0361

Each line ends with the Mulliken charge.
Atoms and positions in Å:
Ru -0.60 -1.44 -0.46  0.772
Br 1.11 -3.06 0.01  -0.505
O -0.02 0.11 0.56  -0.568
C 2.71 2.03 -0.75  -0.502
C 1.94 2.67 -1.76  -0.568
C 2.69 0.62 -1.00  -0.238
C 1.95 0.42 -2.20  -0.418
C -1.49 -1.18 -2.70  0.341
C -1.01 -1.04 2.50  -1.558
C 1.37 -0.12 2.49  -1.431
C -0.06 0.02 1.97  1.753
C -2.60 -0.38 -0.83  -0.213
C 1.48 1.68 -2.67  -0.531
C -2.67 -1.85 -0.79  -0.461
C -1.84 0.00 -1.97  -0.495
C -1.94 -2.33 -1.96  -1.347
C -0.54 1.36 2.52  -1.735
H -0.95 -1.07 3.59  0.434
H 3.25 2.48 0.08  0.437
H -1.02 -1.18 -3.68  0.481
H 0.95 1.85 -3.61  0.513
H 1.94 0.73 2.08  0.284
H -2.04 -0.77 2.25  0.334
H 0.12 2.16 2.16  0.400
H 1.68 -0.55 -2.63  0.479
H -1.55 1.03 -2.26  0.305
H -0.48 1.28 3.62  0.423
H -1.78 -3.36 -2.22  0.466
H 1.76 3.74 -1.85  0.419
H -3.13 0.29 -0.14  0.428
H 1.82 -1.06 2.16  0.249
H -3.20 -2.41 -0.05  0.496
H 3.09 -0.16 -0.36  0.441
H -1.56 1.59 2.20  0.360
H -0.77 -2.04 2.12  0.335
H 1.37 -0.07 3.59  0.419